(1)
Entry from OMol25: one molecule with the formula CH3NOS (ωB97M-V with the def2-TZVPD basis set).

Each line ends with the Löwdin charge.
CARTESIAN COORDINATES (ANGSTROEM)
C  0.076468  -0.176026  0.236794  -0.41
N  0.885917  0.212217  -0.793057  0.01
O  -2.123393  -0.586548  1.520403  -0.68
S  -1.659836  0.005876  0.221633  0.84
H  0.597154  -0.248837  1.097477  0.04
H  1.820409  0.562261  -0.602431  0.11
H  0.403281  0.231057  -1.680818  0.09

Force components x, y, z for each atom (eV/Å):
C -2.743 2.289 -3.406
N -1.164 -0.793 0.356
O -0.482 0.359 -0.463
S 2.983 -1.289 1.048
H 1.046 -0.852 3.204
H -0.549 -0.195 -0.537
H 0.909 0.481 -0.203

Results
orbital gap (spin up / spin down) = 7.986 / 7.984 eV


(2)
Entry from OMol25: a 3-piece molecular cluster, C17H25BrF2NO8 overall (ωB97M-V with the def2-TZVPD basis set).

Each line ends with the Löwdin charge.
CARTESIAN COORDINATES (ANGSTROEM)
C  0.479848  -0.602138  2.313358  -0.12
C  1.209323  -0.819281  0.985918  -0.27
C  0.476679  -0.380888  -0.290925  -0.60
Br  -0.613422  1.201785  0.022605  0.86
C  -0.296362  -1.524835  -0.988785  -0.42
C  -1.354053  -1.130204  -2.032725  -0.12
C  -2.696752  -0.622406  -1.500445  -0.22
O  -3.708187  -1.517675  -1.989484  -0.04
C  -4.931949  -1.376188  -1.377720  -0.52
C  -5.605150  -2.691583  -1.099515  0.03
O  -5.387841  -0.304147  -1.125105  0.15
C  -0.887907  -2.661084  -0.101822  -0.03
C  -0.525239  -3.898760  -0.829468  0.05
N  0.301866  -3.681268  -1.774547  0.14
C  0.812231  -2.295226  -1.753616  -0.05
H  -0.579280  -0.866928  2.267858  0.07
H  0.941393  -1.230645  3.076137  0.09
H  0.591570  0.423110  2.650457  0.05
H  1.480001  -1.877551  0.899406  0.10
H  2.145691  -0.263122  1.015361  0.10
H  1.211955  -0.013777  -1.001438  0.06
H  -1.599068  -2.038557  -2.593983  0.13
H  -0.912462  -0.443255  -2.756198  0.13
H  -2.886778  0.398950  -1.822745  0.11
H  -2.722304  -0.600670  -0.408296  0.10
H  -6.291851  -2.549532  -0.269626  0.09
H  -4.876613  -3.459273  -0.846120  0.08
H  -6.161600  -3.010638  -1.981414  0.10
H  -0.593076  -2.677465  0.948946  0.14
H  -1.983688  -2.623079  -0.119579  0.14
H  -0.932014  -4.884454  -0.637169  0.17
H  0.605175  -4.380550  -2.443184  0.19
H  1.105559  -1.905584  -2.725925  0.15
H  1.725537  -2.337510  -1.155331  0.14
C  -0.234027  3.823062  5.261638  -0.04
C  0.782690  4.501157  4.363394  -0.32
O  1.874359  3.602628  4.410538  0.14
C  1.398120  2.363633  4.701179  -0.55
O  2.017907  1.358727  4.599775  0.17
O  0.109380  2.442607  5.108081  0.07
F  1.171133  5.705135  4.835523  0.08
H  -0.083499  4.123570  6.299385  0.15
H  -1.266125  3.988563  4.969113  0.14
H  0.466780  4.619065  3.324964  0.17
C  4.439765  2.373543  -3.280093  -0.03
C  3.031976  1.907838  -3.598366  -0.31
O  2.653943  1.254301  -2.397581  0.09
C  3.381179  1.796018  -1.369778  -0.54
O  3.140788  1.620005  -0.222864  0.18
O  4.382100  2.545128  -1.859754  0.09
F  2.989904  1.012383  -4.612372  0.08
H  5.163529  1.593935  -3.521672  0.15
H  4.719199  3.305698  -3.759962  0.15
H  2.319668  2.707433  -3.806031  0.18

Force components x, y, z for each atom (eV/Å):
C 0.152 -0.409 -0.002
C 0.050 0.315 0.114
C -0.198 -0.227 0.245
Br 0.034 0.118 0.002
C 0.523 -0.225 -0.342
C -0.086 -0.060 -0.055
C 0.114 0.423 -0.218
O 0.107 -0.535 0.598
C -0.022 -0.017 -0.382
C 0.090 0.079 -0.019
O 0.055 0.209 0.312
C -0.510 0.259 -0.249
C -0.161 0.036 0.203
N 0.088 0.086 -0.219
C 0.430 0.010 0.427
H -0.017 0.140 -0.001
H 0.009 0.065 0.036
H -0.200 0.021 -0.033
H 0.034 0.033 -0.108
H 0.027 -0.061 0.052
H -0.068 0.024 -0.071
H 0.048 0.046 -0.086
H -0.019 0.129 0.121
H -0.100 -0.043 -0.068
H -0.079 -0.081 -0.024
H -0.106 -0.008 -0.090
H -0.007 -0.019 -0.083
H -0.002 -0.020 0.024
H 0.121 -0.086 -0.061
H 0.007 0.014 0.243
H 0.029 -0.039 -0.093
H 0.074 -0.077 0.132
H -0.454 -0.123 -0.174
H 0.042 0.041 -0.055
C -0.044 0.040 0.034
C 0.002 -0.041 0.029
O -0.034 -0.059 -0.198
C 0.060 0.026 0.126
O -0.036 0.010 -0.011
O -0.006 -0.013 -0.015
F 0.037 -0.019 0.079
H 0.017 0.060 -0.016
H 0.000 -0.101 -0.057
H 0.004 0.100 0.010
C 0.040 -0.002 -0.067
C 0.017 -0.010 0.056
O -0.124 0.143 0.047
C 0.109 -0.001 0.009
O -0.018 -0.108 -0.097
O -0.006 0.007 0.014
F 0.051 -0.070 0.031
H -0.029 -0.014 -0.055
H -0.033 0.065 0.107
H -0.009 -0.034 -0.102

Results
orbital gap = 8.638 eV
net charge = +1


Record-wise energy above the lowest of the compared OMol25 structures with the same formula, charge and spin values, in kcal/mol: 52.9; 0.0
Record-wise strongest force on any atom values, in eV Å⁻¹: 4.94; 0.81
Record-wise molecular weight values, in g mol⁻¹: 77.1; 489.3